# 1
Below is a cluster of 3 separate species, C20H18BNO17S2 in total in a non-equilibrium geometry, with properties calculated with ωB97M-V/def2-TZVPD.

```
59
C20H18BNO17S2, DFT ωB97M-V/def2-TZVPD
C -4.68101 2.02019 -0.56111
S -3.55536 1.71389 0.81988
O -3.90865 2.55767 1.95450
O -3.78257 0.33704 1.24705
C -1.78111 1.96397 0.42616
B -1.12411 0.54437 0.97796
O -1.07216 0.30035 2.35898
O -0.57498 -0.41434 0.15797
O -1.09012 2.92339 1.28733
S 0.44531 3.14129 0.72343
O 1.48284 2.41667 1.40679
O 0.87461 4.51813 0.70959
O 0.09484 2.65807 -0.80860
C -1.33757 2.41198 -0.99576
O -1.30909 1.39734 -1.96622
C -2.09182 3.63773 -1.67650
C -1.94809 4.88685 -1.03564
C -2.56165 6.04895 -1.60505
C -3.29454 5.75155 -2.79639
C -3.32404 4.42835 -3.28640
N -2.77390 3.30307 -2.78836
H -4.66728 3.10848 -0.80618
H -5.70605 1.78432 -0.19689
H -4.45418 1.43487 -1.47422
H -0.56331 0.99051 2.81589
H 0.26318 -0.67226 0.61476
H -0.62910 1.62321 -2.62325
H -1.36955 4.97447 -0.10310
H -2.48851 7.07078 -1.20728
H -3.83464 6.55132 -3.32915
H -3.88616 4.27547 -4.23406
C 5.75440 -0.37092 0.12927
C 4.45676 -0.04698 0.11426
C 3.44274 -0.84597 0.86990
O 2.27744 -0.50286 0.84060
C 3.90201 -2.01624 1.61139
C 5.19901 -2.34230 1.62392
C 6.21810 -1.52807 0.88994
O 7.38917 -1.85405 0.94590
O 5.65053 -3.41259 2.29344
O 4.00030 1.00770 -0.57519
H 6.49747 0.19935 -0.41061
H 3.15572 -2.59433 2.13869
H 6.61601 -3.42644 2.14533
H 3.03571 1.02584 -0.41910
C -1.62863 -5.32873 0.22733
C -1.21312 -4.08368 0.49533
C 0.24452 -3.74115 0.54451
O 0.57780 -2.59366 0.77428
C 1.21042 -4.81293 0.31677
C 0.79270 -6.05529 0.05264
C -0.66345 -6.39287 -0.02270
O -0.99269 -7.53572 -0.28452
O 1.65540 -7.05955 -0.15799
O -2.07851 -3.09096 0.72878
H -2.67693 -5.58956 0.18657
H 2.25991 -4.55700 0.37184
H 1.10311 -7.84749 -0.32752
H -1.53710 -2.29122 0.89081
```

Calculated values
Net charge: 0
Kohn-Sham gap in eV: 8.02
Multiplicity: 1

---

# 2
Below is a structure of composition C20H17F9FeN8O3PS2Se, with properties calculated with ωB97M-V/def2-TZVPD.

```
62
C20H17F9FeN8O3PS2Se, DFT ωB97M-V/def2-TZVPD
Fe 0.23651 0.55175 -0.41696
C -2.51421 1.59348 -5.57647
C -1.90490 0.37577 -4.89600
N -2.54068 0.06577 -3.62636
C -2.14046 0.58030 -2.43036
S -1.04633 1.91112 -2.34976
N -2.68182 -0.00283 -1.36401
N -2.01631 0.43086 -0.27262
C -2.57330 0.53055 0.87206
C -3.97541 0.11971 1.17844
C -1.74225 1.27443 1.84638
C -2.16500 1.54637 3.14204
C -1.39951 2.38673 3.93677
C -0.23619 2.92973 3.42420
C 0.14266 2.56868 2.14029
N -0.58435 1.76979 1.37373
H -2.01420 1.78797 -6.52858
H -3.57807 1.43679 -5.76869
H -2.39863 2.47137 -4.94150
H -2.01443 -0.50988 -5.52409
H -0.83719 0.53520 -4.73424
H -2.97214 -0.84156 -3.53557
H -4.48330 -0.10919 0.24404
H -3.98110 -0.77733 1.80500
H -4.51822 0.90397 1.71002
H -3.07495 1.09942 3.51581
H -1.70709 2.60228 4.95286
H 0.40591 3.56865 4.01261
H 1.08619 2.90016 1.72578
Se -0.63189 -2.43538 1.81590
C -1.76761 -3.44038 2.93952
C -2.65838 -4.37668 2.41415
C -3.48390 -5.06530 3.28723
N -3.47998 -4.91425 4.61247
C -2.61085 -4.02701 5.09840
C -1.75101 -3.26846 4.32436
H -2.70411 -4.57566 1.34945
H -4.18566 -5.79263 2.89098
H -2.60406 -3.90803 6.17812
H -1.07583 -2.55833 4.78454
F 3.81119 -1.82210 1.52746
C 3.79673 -0.71582 2.27399
F 4.40993 0.25996 1.60871
F 4.51664 -0.96661 3.38713
S 2.08386 -0.23148 2.73452
O 2.28072 0.94339 3.55055
O 1.57096 -1.40298 3.41338
O 1.44668 0.03488 1.45053
F 2.10002 1.90327 -0.95726
P 2.96896 0.90946 -2.00021
F 3.09320 2.11645 -3.04440
F 3.74686 -0.09021 -2.98202
F 1.54084 0.48436 -2.64892
F 2.76372 -0.27801 -0.91136
F 4.32857 1.35426 -1.28219
N -0.07444 -1.38042 -1.11778
C -0.45758 -2.22278 -1.80725
C -1.02350 -3.29061 -2.50178
C -1.61120 -4.32741 -1.74513
N -2.08547 -5.16728 -1.10636
C -1.11758 -3.28739 -3.90774
N -1.21219 -3.30156 -5.06076
```

Calculated values
Net charge: -2
Relative energy (zero: lowest compared OMol25 entry of this formula, charge and spin) in kJ/mol: 140.5
Expectation value of S²: 8.76
Kohn-Sham gap (spin up / spin down) in eV: 7.11 / 5.91
Multiplicity: 6

---

# 3
Below is a structure of composition C41H58NP3PtSSi in a non-equilibrium geometry, with properties calculated with ωB97M-V/def2-TZVPD.

```
106
C41H58NP3PtSSi, DFT ωB97M-V/def2-TZVPD
Pt 0.50731 -0.27251 -0.52970
C -1.74880 -1.83656 -4.21738
C -2.85363 -1.63442 -3.17222
C -3.18511 -2.97686 -2.52374
P -2.34288 -0.33237 -1.95410
C -2.77258 1.31834 -2.68150
C -4.25504 1.67724 -2.53684
C -2.35397 1.43815 -4.14696
C -3.38171 -0.44625 -0.45860
C -4.72636 -0.79325 -0.63559
C -5.60155 -0.81807 0.43605
C -5.14618 -0.48791 1.70312
C -3.81989 -0.13616 1.88556
C -2.91342 -0.10836 0.81902
Si -1.11804 0.30247 1.16828
C -0.41725 -0.91169 2.46331
C -0.89294 -0.75854 3.76816
C -0.50549 -1.61109 4.79076
C 0.37543 -2.64839 4.52335
C 0.87312 -2.81589 3.23951
C 0.50340 -1.94801 2.21086
P 1.12594 -2.26129 0.52015
C 0.35753 -3.87285 0.07084
C 0.43033 -4.16275 -1.42668
C -1.07650 -3.98446 0.59853
C 2.96493 -2.42561 0.49275
C 3.45886 -2.69120 -0.93372
C 3.60008 -3.41397 1.46901
C -0.72151 2.05227 1.65910
C -1.70505 2.95859 2.05117
C -1.37173 4.24663 2.45363
C -0.04153 4.62887 2.48371
C 0.95176 3.74067 2.08280
C 0.62831 2.46210 1.63815
P 1.93842 1.28709 1.09734
C 2.95950 1.17319 2.65761
C 2.16727 0.77718 3.89919
C 4.22902 0.33279 2.55101
C 3.07180 2.13007 -0.12711
C 4.01898 3.20875 0.40579
C 3.89669 1.09882 -0.91136
H -2.09412 -2.55184 -4.96434
H -0.84895 -2.24365 -3.75281
H -1.47289 -0.92169 -4.73452
H -3.74225 -1.23098 -3.67341
H -2.34914 -3.32379 -1.91760
H -3.34826 -3.71694 -3.30830
H -4.06888 -2.95424 -1.89437
H -2.19033 2.01690 -2.07594
H -4.89453 0.97515 -3.07686
H -4.41275 2.66218 -2.97881
H -4.57759 1.71549 -1.49930
H -2.99322 0.82732 -4.78589
H -1.32092 1.14988 -4.32374
H -2.47328 2.47515 -4.46412
H -5.10352 -1.02564 -1.62140
H -6.63718 -1.08850 0.27913
H -5.82349 -0.50265 2.54685
H -3.48705 0.11599 2.88552
H -1.56628 0.05899 4.00541
H -0.88958 -1.46576 5.79204
H 0.67423 -3.32974 5.30879
H 1.53511 -3.64840 3.04422
H 0.97688 -4.60845 0.59945
H -0.11079 -3.40973 -2.00406
H -0.03216 -5.13015 -1.62631
H 1.45051 -4.20039 -1.80036
H -1.70810 -3.16762 0.24623
H -1.11776 -3.98109 1.68495
H -1.51247 -4.92102 0.24823
H 3.26774 -1.41576 0.77228
H 3.36183 -3.74438 -1.19511
H 4.52079 -2.44751 -0.98890
H 2.93463 -2.10079 -1.68866
H 3.26312 -4.43741 1.29171
H 3.42167 -3.15633 2.51043
H 4.68063 -3.40328 1.31387
H -2.74580 2.65316 2.05323
H -2.14586 4.93763 2.76023
H 0.23370 5.61838 2.82462
H 1.97824 4.06133 2.14427
H 3.25074 2.22322 2.76763
H 1.91256 -0.28026 3.87812
H 1.25459 1.35999 4.01769
H 2.79179 0.94726 4.77809
H 3.99736 -0.73125 2.58224
H 4.85993 0.54547 3.41549
H 4.81617 0.53978 1.65671
H 2.36930 2.59845 -0.81826
H 4.70244 2.82027 1.16159
H 3.50807 4.07736 0.80384
H 4.63387 3.55736 -0.42614
H 4.77336 0.77408 -0.34960
H 4.26014 1.55658 -1.83339
H 3.31715 0.21780 -1.18534
S 0.92887 0.25625 -2.66736
C 0.68051 2.00732 -2.69707
C 1.04112 2.75473 -3.81134
C 0.80005 4.11989 -3.77239
C 0.22668 4.67463 -2.63729
C -0.07551 3.83839 -1.56820
N 0.14419 2.52758 -1.59282
H 1.48816 2.28478 -4.67764
H 1.05788 4.74126 -4.61989
H 0.02452 5.73468 -2.57420
H -0.50341 4.22980 -0.65043
```

Calculated values
Net charge: +2
Expectation value of S²: 6.02
Kohn-Sham gap (spin up / spin down) in eV: 7.11 / 5.54
Multiplicity: 5

---

# 4
Below is a structure of composition C36H37BrF3GeIN3O7SeTi, with properties calculated with ωB97M-V/def2-TZVPD.

```
91
C36H37BrF3GeIN3O7SeTi, DFT ωB97M-V/def2-TZVPD
Ti 0.14614 0.82389 1.41690
C 2.00821 0.60447 5.21117
C 1.62136 -0.79773 4.84074
N 2.15727 -1.79339 5.53515
C 1.86669 -3.04367 5.14840
C 1.01971 -3.36827 4.11968
C 0.87854 -4.79916 3.69756
O 1.55511 -5.08059 2.47583
C 0.37232 -2.32416 3.39493
C -0.47294 -2.68111 2.32927
N -1.21114 -1.83959 1.49253
C -2.23442 -0.88850 1.93207
C -3.42699 -1.42478 2.40411
C -4.47456 -0.56656 2.68811
C -4.30680 0.79856 2.48339
C -3.09003 1.30450 2.04480
C -2.00447 0.46857 1.77084
I -0.66095 3.39260 3.51145
C 0.74215 -1.00434 3.75893
O 0.32628 0.05021 3.09258
H 2.23319 0.64618 6.27607
H 1.22575 1.31842 4.95872
H 2.91278 0.89362 4.66750
H 2.35779 -3.83904 5.70210
H -0.18067 -5.06984 3.59174
H 1.29979 -5.44382 4.47540
H 1.87320 -4.24595 2.08488
H -0.44237 -3.70390 1.98135
H -3.52539 -2.49826 2.52536
H -5.41599 -0.95674 3.05815
H -5.12597 1.47757 2.69471
H -2.96683 2.37661 1.96116
O 1.45170 0.67674 -1.80640
C 0.36149 0.21841 -1.52189
O -0.36805 0.47905 -0.48621
H -0.13154 -0.49742 -2.20952
F -3.60282 -4.19702 -6.65588
C -2.34391 -3.73918 -6.42828
F -1.51259 -4.66572 -6.94473
F -2.22047 -2.63775 -7.20103
C -2.08980 -3.46126 -4.98592
C -1.27237 -4.28944 -4.22719
C -1.07839 -4.03237 -2.88244
C -1.69899 -2.93776 -2.26808
C -2.51519 -2.10362 -3.05069
C -2.70709 -2.36409 -4.39016
C -1.50843 -2.65176 -0.89589
C -1.36676 -2.26822 0.24014
H -0.78245 -5.13509 -4.68973
H -0.43504 -4.66969 -2.29152
H -2.97580 -1.24211 -2.58624
H -3.32952 -1.70669 -4.98376
Br 5.48440 2.63941 -0.87885
C 5.17558 1.09089 0.17933
C 6.23165 0.55360 0.89573
N 6.10714 -0.54199 1.63742
C 4.91342 -1.13123 1.66586
C 3.80067 -0.64627 0.99028
C 3.92371 0.50790 0.22679
C 2.48061 -1.38681 1.06356
O 2.51248 -2.60737 1.22744
O 1.44646 -0.66969 0.88116
H 7.20882 1.02149 0.86328
H 4.81854 -2.03324 2.25750
H 3.06829 0.89481 -0.31813
C -1.72515 4.18703 -5.04627
Ge -1.34201 3.40609 -3.26770
C 0.59289 3.39838 -3.00832
C -2.12165 1.61139 -3.19563
C -2.27749 4.48842 -1.91718
Se -1.75287 4.09948 -0.06599
C -0.17433 5.22315 -0.01653
H -1.24957 3.60171 -5.83472
H -1.34484 5.20797 -5.10440
H -2.79856 4.21040 -5.23920
H 1.06559 2.78822 -3.77926
H 0.85532 2.95746 -2.04610
H 0.99054 4.41240 -3.07224
H -1.52120 0.89136 -3.75329
H -3.12793 1.62802 -3.61885
H -2.17389 1.28056 -2.15802
H -3.33864 4.23059 -1.96428
H -2.20160 5.56267 -2.10015
H 0.63253 4.79818 -0.60713
H 0.11463 5.24725 1.03344
H -0.41791 6.22865 -0.35930
C 2.27781 3.09276 1.48557
O 1.28773 2.17851 1.15402
H 1.84191 3.94010 2.02330
H 2.77127 3.44555 0.57295
H 3.03490 2.63140 2.13373
```

Calculated values
Net charge: -2
Relative energy (zero: lowest compared OMol25 entry of this formula, charge and spin) in kJ/mol: 197.0
Expectation value of S²: 0.78
Kohn-Sham gap (spin up / spin down) in eV: 5.98 / 6.39
Multiplicity: 2